No. 1
The following is a quantum chemistry calculation of a 2-piece molecular cluster, C5H10N2O overall, from the Open Molecules 2025 dataset.

Output
SMILES	CCc1c[nH]cn1.O
HOMO energy	-8.94	eV

Each line ends with the natural charge from an NBO analysis.
Cartesian coordinates (Å):
O -1.1062 2.3729 0.8286  -0.9569
H 1.4253 0.0659 -1.6016  0.2197
N -0.6181 0.0904 -2.1135  -0.5339
C -1.7324 -0.3637 -1.4880  0.1664
H -0.5563 0.4361 -3.0520  0.4184
C 1.6850 -0.3370 1.5942  -0.6013
C 0.4378 -0.1281 -1.2219  -0.1344
H 0.9753 -2.2106 0.8795  0.2111
N -1.4799 -0.8703 -0.3120  -0.4578
H 1.3358 0.6457 1.8989  0.2209
H 2.3320 -0.8788 2.2742  0.2116
H -0.9102 1.6121 0.2637  0.4815
H -2.7340 -0.2304 -1.8640  0.1987
H 2.2664 -0.0328 0.7108  0.1927
H -1.5023 3.1133 0.3167  0.4727
C 0.5281 -1.2442 1.1191  -0.4251
H -0.2281 -1.3147 1.8961  0.2283
C -0.1183 -0.7259 -0.1288  0.0874

***

No. 2
The following is a quantum chemistry calculation of a 5-piece molecular cluster, C26H48F10N2O11S4 overall, from the Open Molecules 2025 dataset.

Output
HOMO energy	-8.69	eV

Each line ends with the Löwdin charge.
Cartesian coordinates (Å):
F -0.2547 -3.2657 -3.1559  0.1488
H 3.8650 0.5761 1.0751  0.1426
C 2.3727 0.5028 -1.4482  -0.0811
C -0.7041 -4.6230 -0.6327  -0.3778
C 1.6836 1.8655 -1.7228  -0.4176
C -4.9029 -5.0443 0.8913  -0.2665
H 2.9382 4.3548 -1.3332  0.1127
H -0.0281 3.2735 1.5488  0.0960
H -5.0169 1.7059 -2.8211  0.0493
H -0.3375 3.6733 -1.3787  0.1011
C 2.0346 -0.8910 2.4785  -0.4902
H 7.8916 -0.3228 -3.4288  0.0536
H 7.3820 2.2897 -6.2369  0.0507
C -0.5966 2.1789 6.5206  -0.2633
H -1.4395 2.8652 6.4729  0.0508
H -6.7067 -5.8159 2.9546  0.0536
H -5.9166 0.4060 0.6494  0.0652
H 0.6722 -2.9794 -0.2507  0.1653
O -6.5866 -3.0105 0.7606  -0.5644
H -2.2188 -1.0780 -1.8040  0.0873
C 7.2020 0.4497 -3.0893  -0.2722
O 6.5282 2.9671 -3.5249  -0.5546
H 3.4180 0.6473 -1.6939  0.1118
O -3.4093 0.6848 -0.6143  -0.5434
F 0.1347 -5.2939 -1.4297  0.1640
N 3.0299 -1.3092 1.5553  0.1023
S -0.4990 1.3324 4.9415  0.8139
O 2.2316 0.0902 -0.0865  -0.1005
H 7.9277 0.6439 -5.8340  0.0538
O 2.5637 2.6698 -2.5037  -0.0647
O -2.9387 3.6591 3.3724  0.0862
H -4.5612 -4.9151 -0.1319  0.0342
C -1.3655 -2.8757 -2.5040  -0.4076
C 3.3945 -0.2616 0.5552  -0.1692
F -2.4716 -4.9180 -2.0941  0.1545
H -4.2892 -4.4433 1.5625  0.0631
H -4.8480 -6.0985 1.1631  0.0598
O -2.9710 3.2123 1.1899  -0.0259
H 0.5636 1.7408 0.0623  0.0968
H -7.8093 -4.4196 3.0101  0.0492
C 0.9716 0.3740 5.3194  -0.2581
C 3.4423 3.5206 -1.8154  -0.2689
C 0.1190 -3.7340 0.3112  -0.3112
H -0.9130 4.6794 1.0520  0.1239
H 1.9962 -0.2747 -2.1080  0.1296
C 0.5080 1.5820 -2.6745  -0.0728
C -6.8105 -4.7530 2.7374  -0.2680
N 4.3224 2.8339 -0.8781  0.0597
F -0.6890 -3.1470 1.2089  0.1120
C -1.7995 2.7662 0.4857  -0.1955
H 1.2323 -0.2050 4.4353  -0.0063
C -0.5364 0.6380 -2.1267  -0.1831
O -0.4162 -0.6843 -2.6578  -0.0853
C -5.5778 1.2624 -2.0010  -0.2538
H 4.0670 3.9702 -2.5827  0.1164
H 6.2064 1.1002 -5.6216  0.0602
H -2.9105 1.7907 2.7169  0.1451
H -0.5307 0.5735 -1.0399  0.1118
H -6.0652 -4.1744 3.2829  0.0594
H 0.8656 4.6587 -0.4819  0.1057
H 1.7892 1.0484 5.5743  0.0687
H 1.9989 2.6457 0.2905  0.1234
O 4.5343 -1.3538 3.3163  0.2120
C -2.9228 2.8635 2.4780  -0.3839
H 4.3993 3.3742 -0.0263  0.0786
H -1.5550 1.7774 0.8721  0.1102
H 0.7578 -0.3017 6.1478  0.0632
C -0.6094 3.6905 0.7261  -0.1484
O -0.1041 2.3464 3.9285  -0.5443
H -6.4939 0.8140 -2.3844  0.0551
H 0.3254 2.7343 6.6919  0.0582
S 7.5976 2.0042 -3.8995  0.8125
H -0.7592 1.4481 7.3128  0.0519
H -5.2200 -1.2395 0.6458  0.0320
O 1.3845 -1.6304 3.1292  0.1877
H -2.0493 2.6613 -0.5597  0.1024
C 1.1921 2.4808 -0.4170  -0.1245
F -1.3558 -5.5336 0.1371  0.1382
C -1.8102 -3.9290 -1.4613  -0.3630
F 1.8880 0.4226 2.5435  0.1618
H 6.1722 0.1734 -3.3177  0.0549
H 0.9590 1.1084 -3.5463  0.1347
F -2.6829 -3.3040 -0.6456  0.1389
H -5.8030 2.0225 -1.2528  0.0617
S -6.6055 -4.4829 0.9729  0.8370
S -4.5553 -0.0161 -1.2648  0.8417
C 4.1623 -1.7455 2.2634  -0.5035
H -6.6073 -0.8732 -0.4028  0.0501
F 1.0107 -4.5161 0.9473  0.1131
H -1.5245 1.0104 -2.3970  0.1217
H 7.3179 0.5960 -2.0172  0.0473
F 4.8284 -2.6646 1.5807  0.1610
H 0.0603 2.4960 -3.0406  0.1177
F -2.3677 -2.8117 -3.4219  0.1264
H 4.1466 -0.6987 -0.1018  0.1436
C 7.2388 1.4451 -5.5669  -0.2696
C 0.3095 3.7278 -0.5125  -0.1474
H 5.2610 2.7846 -1.2569  0.0525
H -0.8358 -1.5953 -0.8462  0.1319
C -5.6969 -0.4709 0.0400  -0.2668
C -1.2192 -1.5094 -1.8660  -0.1272

***

No. 3
The following is a quantum chemistry calculation of C26H43N4O4ReSSeSi3 as an isolated structure, from the Open Molecules 2025 dataset.

Output
2S+1	2
total charge	+1
HOMO energy (spin up / spin down)	-10.66 / -10.51	eV

Each line ends with the Löwdin spin population.
Cartesian coordinates (Å):
H 0.3031 0.2330 -2.9454  0.0003
H 0.6790 -1.8593 2.9923  0.0002
C -1.7766 -3.8566 0.0130  0.0002
C 2.0341 0.6827 2.2649  0.0120
H -1.4328 -1.9715 -3.4016  0.0000
N 1.1891 0.4208 1.4845  0.0036
C 3.3862 2.2877 -2.1584  0.0011
C 2.5108 3.2416 0.2080  0.0010
H -1.9601 1.9193 4.5245  -0.0001
H 2.1247 -3.1778 -4.0049  0.0003
N -0.8172 3.1234 -0.1891  0.0070
H -2.8834 -0.2296 5.3966  -0.0002
C 1.7431 -4.5935 0.3260  0.0009
H 4.0883 -2.2025 -1.5902  0.0000
C -3.1487 -0.6382 -0.7554  0.0015
H 2.2703 -4.7377 -0.6153  0.0000
H 3.8500 -0.5259 -1.1957  0.0001
C -1.8759 -1.1814 2.3219  0.0013
C -1.5068 -2.8298 -2.7361  0.0015
O -1.0082 1.2536 -1.4669  0.0299
C 0.6555 -1.7780 -0.4956  0.0238
H 2.6468 2.9575 -2.5956  0.0000
H 2.3137 -5.1150 1.1001  0.0002
H -0.7434 6.5365 -3.7266  0.0000
H 3.5048 3.6506 0.3945  0.0000
H -2.8678 -2.2291 3.8769  0.0002
H 2.0284 3.0455 1.1624  0.0001
C -0.9135 2.5474 -1.3751  0.0002
H 0.7781 -5.0984 0.2473  0.0000
H -0.8923 5.3531 -5.8921  0.0000
H 1.7919 0.0217 -3.8539  0.0000
H -1.3286 -4.0607 0.9842  0.0000
H -0.9299 -3.6475 -3.1699  0.0000
O -1.7663 -0.9816 -0.5928  0.0340
C -2.4625 -0.1703 4.4024  -0.0043
C -0.9032 4.7880 -4.9690  -0.0009
H 4.3265 2.8036 -1.9645  0.0002
H 4.0734 -2.7045 0.5574  0.0001
H -1.8109 -2.0365 1.6745  0.0001
O 1.3619 1.1906 -1.0637  0.0301
O -0.7416 5.4748 -1.4369  -0.0004
S 2.7587 1.6766 -0.6091  0.0027
C 0.8130 -2.8423 2.5390  0.0008
Re -0.1972 0.2161 0.0868  0.8323
H -1.0930 1.6111 -3.8363  0.0002
H -2.5499 -3.1599 -2.7167  0.0000
C -1.4249 1.0685 2.6421  -0.0043
H -3.2621 0.4285 -0.5840  -0.0002
H 1.9129 3.9075 -0.4111  0.0000
Si -0.9745 -2.4870 -0.9853  -0.0004
C -2.4555 -1.2802 3.5650  -0.0017
N -1.3435 -0.0426 1.8534  0.0058
H 0.4552 -1.0729 -4.1344  0.0000
H -1.0712 2.8789 -5.9569  0.0000
H 1.5381 -3.3785 3.1592  0.0000
H 3.5680 -2.3220 2.1966  0.0001
H -0.1215 -3.3980 2.6128  0.0000
H -3.4587 -0.8768 -1.7714  0.0010
C -1.0057 3.3957 -5.0099  0.0001
H 0.9218 -3.9610 -2.9898  0.0000
H 3.4844 -1.0906 0.9504  0.0000
H -3.7481 -1.1996 -0.0379  0.0007
Se 3.2891 1.0910 3.3964  0.0195
H -1.3370 3.2828 2.3848  -0.0008
H 2.6205 -3.9951 -2.5335  0.0001
C 1.8380 -3.3707 -2.9666  0.0021
C -0.9377 3.3463 -2.5932  -0.0004
C -0.8184 5.4584 -3.7685  0.0001
C -1.1219 2.3072 1.9664  -0.0125
C -1.0207 2.6901 -3.8305  -0.0001
C -0.8365 4.7522 -2.5650  -0.0010
C 0.9793 -0.5156 -3.3560  -0.0001
H -2.8438 -3.6588 0.1573  0.0000
C 3.5487 -1.3047 -1.8904  0.0015
H 3.5574 1.4254 -2.7973  0.0000
Si 1.5951 -2.7876 0.8234  0.0078
C -1.9448 1.0163 3.9302  -0.0028
N -0.8001 2.1299 0.7352  -0.0045
H -1.7149 -4.7769 -0.5736  0.0000
Si 1.7197 -1.7054 -2.0888  0.0090
H -0.8247 4.8787 -0.6651  0.0000
C 3.3359 -2.1516 1.1423  0.0009
H 3.9156 -1.0418 -2.8880  0.0002

***

No. 4
The following is a quantum chemistry calculation of a 3-piece molecular cluster, C2H11NO3 overall, from the Open Molecules 2025 dataset.

Output
SMILES	NCCO.O.O
HOMO energy	-9.71	eV

Each line ends with the natural charge from an NBO analysis.
Cartesian coordinates (Å):
H 1.1318 2.4895 -0.0084  0.4784
O 0.5869 1.9372 -0.5762  -0.9979
H -0.3993 -0.6084 -1.0866  0.1936
C -0.2012 -0.8847 1.0076  -0.0744
H -0.2875 1.7316 -0.1788  0.5075
C -1.0547 -0.6305 -0.2193  -0.2485
H -2.1448 0.8028 0.7850  0.3598
H -0.7173 -1.2663 1.8858  0.1806
H -2.5805 0.6140 -0.7541  0.3731
H 1.5064 -1.4329 0.1743  0.4931
O 0.8283 -1.8109 0.7421  -0.7518
H 1.6503 0.4332 -0.6219  0.5064
O 2.3507 -0.2497 -0.5437  -0.9660
H -1.7767 -1.4470 -0.3211  0.1814
H 0.2581 0.0769 1.3092  0.1454
H 2.6238 -0.4208 -1.4486  0.4779
N -1.7744 0.6658 -0.1452  -0.8584

***

No. 5
The following is a quantum chemistry calculation of C20H14BF4N2O4W as an isolated structure, from the Open Molecules 2025 dataset.

Output
2S+1	3
total charge	+1
HOMO energy (spin up / spin down)	-11.35 / -11.50	eV

Each line ends with the natural charge from an NBO analysis.
Cartesian coordinates (Å):
N 0.9614 -2.0027 -0.1321  -0.2152
C 0.6467 4.3139 -1.2090  -0.2685
F -4.2008 -2.6600 -2.7388  -0.4608
H 4.4923 -1.2465 -3.9066  0.2299
H 1.2779 4.8234 -1.9334  0.2507
F -3.5508 -1.4481 -0.8902  -0.5129
H 1.9771 -2.7779 3.5181  0.2406
H -2.2763 6.2878 0.3043  0.1566
C 4.0426 -1.0546 -1.8396  -0.1951
C -1.4051 6.3031 0.9291  0.2241
H -1.3796 7.1380 1.6060  0.2035
C -0.3711 2.2107 -0.4346  -0.2397
C 1.5761 -2.1011 -2.5496  -0.2029
C -0.8043 4.2212 0.7239  0.2734
H -2.1447 -2.8704 4.7415  0.2392
C 2.5031 -1.9180 -3.5275  -0.1916
H 3.3016 -1.1777 0.1966  0.2396
C 0.4658 2.9035 -1.2923  -0.1090
C -1.7904 -2.4108 2.6747  -0.1949
C -0.0996 4.9665 -0.2404  0.2966
W -1.1385 -1.6914 -0.4090  1.9548
C 3.7351 -1.4013 -3.1447  -0.1731
H -1.6409 2.3723 1.3160  0.2536
H -2.8377 -2.2513 2.5099  0.2200
B -4.2759 -2.4950 -1.4500  1.5035
O -1.3592 0.2642 0.4557  -0.6808
C -1.0012 2.8867 0.6271  -0.2048
H 5.0302 -0.6239 -1.5812  0.2376
N 1.4647 -2.2826 0.9658  -0.0697
H 0.3689 -3.3015 5.1260  0.2288
H 1.0194 2.3799 -2.0800  0.2368
C 0.9328 -2.7561 3.2598  -0.1806
C -0.8621 -2.1748 1.6303  -0.3552
C -0.7291 0.8115 -0.5036  0.8040
C -1.3929 -2.7785 3.9307  -0.1631
C 3.1197 -1.2779 -0.8457  -0.1958
C 1.8879 -1.7953 -1.2032  0.0771
O -0.2790 6.2804 0.0067  -0.4525
F -5.1302 -3.1105 -0.6779  -0.4601
C 0.4845 -2.4176 1.9573  0.1177
O -1.3718 5.0769 1.6535  -0.4779
H 2.1716 -2.1856 -4.5276  0.2386
H 0.6137 -2.6004 -2.7584  0.2152
O -0.4590 -0.0383 -1.4498  -0.6918
C -0.0271 -2.9785 4.2231  -0.1851
F -1.5458 -3.4115 -1.0309  -0.5610